# 1
{"formula": "C3H4OS", "method": "ωB97M-V/def2-TZVPD", "mol_weight_g_mol": 88.13, "relative_energy_kcal_mol": 70.55, "e_homo_ev": -8.876, "total_charge": 0, "gap_ev": 9.336, "elements": ["C", "C", "S", "H", "H", "C", "O", "H", "H"], "positions_angstrom": [[-0.27913, -2.23076, 1.11960], [-0.98272, -1.39780, 0.61205], [-2.24677, -0.40767, -0.06878], [0.25443, -3.00967, 1.61062], [-1.30781, 0.54545, -0.33890], [1.18394, 1.62631, -0.75577], [1.08299, 0.51327, -0.25014], [2.09302, 2.07334, -1.09969], [0.20205, 2.28753, -0.82898]], "atomic_forces_ev_per_a": [[-0.4, 0.1, 0.0], [-1.1, -0.2, -0.1], [1.9, -0.1, 0.4], [0.2, 0.2, -0.1], [-0.7, -0.1, -0.1], [-3.2, -1.3, 1.5], [0.6, 2.2, -1.2], [0.9, 0.2, -0.3], [1.7, -0.9, -0.1]]}

=====

# 2
{"formula": "C4H14N", "method": "ωB97M-V/def2-TZVPD", "mol_weight_g_mol": 76.16, "relative_energy_kcal_mol": 12.96, "s_squared": 0.7505, "e_homo_ev": [-3.726, -11.861], "multiplicity": 2, "total_charge": 0, "gap_ev": [4.673, 12.553], "elements": ["C", "C", "H", "H", "H", "H", "H", "H", "C", "C", "N", "H", "H", "H", "H", "H", "H", "H", "H"], "positions_angstrom": [[-2.77686, -2.06732, 0.37533], [-1.64555, -1.09200, 0.04118], [-3.46642, -2.14145, -0.46882], [-2.36693, -3.08017, 0.37373], [-3.26173, -1.82538, 1.31276], [-1.05797, -0.83508, 0.91879], [-2.05303, -0.12214, -0.26623], [-1.04758, -1.47847, -0.77839], [2.32394, 0.01402, 0.10362], [0.99838, 0.74201, -0.19343], [1.12424, 2.22700, -0.31272], [2.40126, -0.87574, -0.51945], [2.40940, -0.28180, 1.14034], [3.11220, 0.69017, -0.21093], [0.37749, 0.63214, 0.68765], [0.44369, 0.25477, -0.97850], [1.65888, 2.49389, -1.17364], [0.14899, 2.60782, -0.38532], [1.62383, 2.70534, 0.47929]], "atomic_forces_ev_per_a": [[0.7, -0.5, -1.0], [-0.9, 0.5, 0.2], [-0.4, 0.4, 0.3], [0.0, 0.0, 0.7], [-0.3, -0.1, 0.0], [0.3, -0.5, 0.0], [0.0, -0.1, -0.2], [0.3, 0.0, 0.1], [-0.4, 0.5, -1.1], [0.3, -0.8, 1.9], [0.1, -0.3, -1.1], [0.0, -0.1, 0.0], [0.2, 0.2, 0.2], [0.5, -0.3, 0.3], [-0.2, 0.0, 0.1], [0.0, 0.7, -0.6], [-0.2, 0.1, -0.1], [0.1, 0.4, 0.0], [-0.2, -0.3, 0.3]]}

=====

# 3
{"formula": "C25H52AlF4N3O10PS", "method": "ωB97M-V/def2-TZVPD", "mol_weight_g_mol": 720.72, "e_homo_ev": -7.638, "total_charge": 1, "gap_ev": 1.284, "elements": ["C", "C", "O", "P", "O", "C", "C", "C", "C", "N", "C", "N", "C", "C", "C", "C", "C", "C", "C", "C", "C", "C", "C", "C", "O", "C", "N", "O", "C", "C", "H", "H", "H", "H", "H", "H", "H", "H", "H", "H", "H", "H", "H", "H", "H", "H", "H", "H", "H", "H", "H", "H", "H", "H", "H", "H", "H", "H", "H", "H", "H", "H", "H", "H", "H", "H", "H", "H", "H", "H", "H", "H", "H", "H", "H", "H", "H", "F", "O", "H", "H", "C", "F", "F", "F", "S", "O", "O", "O", "Al", "C", "C", "O", "O", "H", "H", "H"], "positions_angstrom": [[10.17150, 1.36878, 1.01148], [9.23213, 1.68020, -0.33683], [7.85616, 1.33433, 0.05146], [6.68365, 1.90931, -1.11904], [7.00251, 3.44703, -1.36029], [4.95176, 1.68162, -0.25618], [4.69941, 0.09991, 0.19683], [4.62635, -0.94292, -1.06960], [3.10349, -1.56753, -0.99895], [3.25168, -2.86481, -0.23429], [4.66242, -2.88012, 0.31164], [5.04947, -3.41697, 1.51487], [4.11388, -4.06339, 2.53855], [3.17074, -2.98845, 3.34980], [1.82326, -3.68259, 4.04484], [0.83038, -4.15148, 2.82756], [-0.79252, -4.03328, 3.21067], [-1.15448, -2.45655, 3.56655], [-2.47283, -2.00779, 2.66953], [-2.85271, -0.41429, 2.79062], [-4.13936, -0.16790, 1.76265], [-5.50622, 0.06489, 2.67226], [-6.52272, 1.13317, 1.95259], [-7.91296, 0.43898, 1.37618], [-7.95094, 0.71357, -0.07899], [-9.35238, 0.86323, -0.54114], [5.46432, -2.17521, -0.78055], [6.81029, 0.91144, -2.54004], [6.32469, 1.58996, -3.75106], [4.90498, 2.39159, -3.58129], [9.60084, 0.74439, 1.82446], [10.48363, 2.40062, 1.50817], [11.16911, 0.82251, 0.73625], [9.67535, 1.04951, -1.21725], [9.41162, 2.80959, -0.58486], [4.06900, 2.03734, -0.93702], [4.98304, 2.36506, 0.72144], [5.47592, -0.27330, 0.99865], [3.64256, 0.07924, 0.72469], [4.64293, -0.49584, -2.17545], [2.23814, -0.83676, -0.68826], [2.72689, -1.96202, -2.06020], [2.57757, -2.81220, 0.56059], [6.08200, -3.36441, 1.74403], [4.81420, -4.59251, 3.33334], [3.49047, -4.92801, 2.03345], [2.82385, -2.08408, 2.65950], [3.85873, -2.53376, 4.21158], [2.18277, -4.59601, 4.68151], [1.34895, -2.88405, 4.77699], [0.96071, -3.47230, 1.86580], [1.07709, -5.27544, 2.59359], [-1.35261, -4.25566, 2.18014], [-1.11951, -4.79355, 4.04546], [-1.44533, -2.41859, 4.70708], [-0.26610, -1.70871, 3.29910], [-3.41982, -2.60503, 3.06657], [-2.35555, -2.24838, 1.52397], [-3.10823, -0.08203, 3.88717], [-1.96691, 0.27865, 2.41195], [-4.30128, -1.17214, 1.15904], [-3.95458, 0.69020, 0.98716], [-6.01653, -1.00106, 2.76564], [-5.26239, 0.41918, 3.76426], [-5.98562, 1.64276, 1.04480], [-6.78876, 1.94701, 2.77433], [-8.81292, 0.94823, 1.96183], [-7.94905, -0.72789, 1.55824], [-10.10818, 0.37506, 0.22900], [-9.63962, 1.99952, -0.75237], [-9.44725, 0.20509, -1.52796], [6.46087, -2.01562, -0.46907], [6.12510, 0.72994, -4.55422], [7.12757, 2.29872, -4.26043], [4.55197, 2.67915, -4.68481], [4.05217, 1.67120, -3.17283], [4.96882, 3.40274, -2.99536], [-4.90818, 1.80316, -0.60088], [4.17284, 2.23744, -7.25654], [3.86493, 3.02737, -7.72566], [5.13769, 2.27930, -7.33583], [-7.98420, 5.48983, -2.90796], [-7.57307, 5.28400, -4.20051], [-7.05895, 4.85603, -2.11778], [-7.81724, 6.83126, -2.67355], [-9.73204, 4.90633, -2.59712], [-9.72495, 3.46742, -2.89482], [-10.57493, 5.68144, -3.51787], [-10.00006, 5.20131, -1.18292], [2.72507, -6.12284, 3.99191], [-6.58716, 0.16477, -3.70023], [-5.84872, 1.39398, -3.19949], [-5.90326, 1.58540, -1.95282], [-5.27301, 2.06860, -4.09855], [-7.06365, -0.37623, -2.87699], [-7.36210, 0.46202, -4.41297], [-5.88663, -0.51172, -4.19893]], "atomic_forces_ev_per_a": [[0.1, 0.7, 0.1], [2.9, 0.1, 1.1], [-1.7, 0.5, -3.2], [2.3, 4.4, -0.2], [-1.5, -5.6, 0.5], [0.2, -1.0, 1.1], [-0.3, 0.8, -0.1], [-2.8, 0.6, 0.3], [-0.2, -0.7, -3.4], [2.8, 1.4, 4.0], [-1.6, 1.5, -2.9], [0.0, 0.5, -1.6], [0.0, -0.3, 0.6], [0.6, 0.5, 0.9], [0.3, 1.8, -1.8], [-1.0, 0.2, 1.1], [0.5, 0.6, -1.2], [-0.9, -0.4, -0.4], [-0.4, 0.5, 0.8], [0.1, 0.1, -1.2], [-0.2, -0.6, 1.1], [-0.1, -0.3, -0.7], [-0.2, -0.3, 0.5], [0.5, 0.9, 0.4], [-2.0, -0.2, 2.0], [-0.8, -0.5, -0.7], [-1.2, -1.3, 4.1], [-0.6, 2.1, 2.3], [-1.2, 0.5, -2.4], [-0.3, 0.0, -1.3], [1.0, 1.2, -1.7], [-0.8, -2.2, -1.0], [-2.0, 1.0, 0.4], [-1.4, 1.0, 1.5], [-1.0, -2.2, 0.4], [2.0, -0.6, 1.1], [0.1, -1.5, -2.3], [-1.3, 0.9, -1.7], [2.1, 0.0, -1.0], [1.0, -1.0, 2.7], [2.0, -1.5, 0.1], [1.1, 1.2, 2.0], [0.7, -0.6, -0.7], [-1.8, -0.1, -0.4], [-1.2, 1.2, -1.8], [1.2, 1.8, 0.4], [0.7, -2.1, 1.5], [-1.5, -0.9, -2.0], [-1.0, 2.4, 0.1], [0.9, -1.9, -1.5], [0.1, -1.6, 2.0], [-0.5, 1.6, -0.2], [1.2, 0.1, 2.4], [0.7, 1.5, -1.7], [0.8, 0.3, -2.3], [-1.7, -1.7, 0.7], [2.0, 1.1, -0.9], [0.1, 0.3, 2.3], [0.5, -0.8, -2.1], [-1.6, -1.6, 0.9], [0.4, 2.1, 1.0], [-0.3, -1.6, 1.7], [0.9, 2.2, -0.1], [-0.2, -0.6, -2.2], [-1.3, -1.0, 2.0], [0.4, -1.6, -1.9], [1.7, -1.1, -1.5], [0.1, 2.2, -0.3], [1.6, 1.1, -1.5], [0.8, -2.5, 0.4], [0.2, 1.7, 1.9], [-1.4, 0.1, -0.6], [0.5, 1.7, 2.0], [-1.5, -1.4, 1.6], [0.8, -0.7, 2.3], [1.8, 1.5, -0.7], [0.0, -2.2, -0.9], [-0.2, 0.3, -3.1], [0.4, 0.3, 0.0], [0.0, -0.3, 0.1], [-0.3, 0.0, -0.1], [1.4, 0.6, -0.3], [-0.6, 0.0, 1.1], [-0.9, 0.3, -0.5], [-0.4, -1.2, -0.1], [-2.9, -0.4, 0.4], [0.9, 1.0, 0.1], [1.6, -0.5, 0.6], [1.1, -0.1, -1.1], [0.1, -1.7, -0.3], [-1.4, -0.9, 0.8], [4.2, 3.1, -6.8], [-1.6, -1.0, 5.6], [-1.3, -2.0, 3.1], [0.1, 0.2, -0.1], [0.3, 0.2, 0.2], [0.2, 0.4, 0.1]]}

=====

# 4
{"formula": "C9H9NS", "method": "ωB97M-V/def2-TZVPD", "mol_weight_g_mol": 163.24, "relative_energy_kcal_mol": 58.08, "e_homo_ev": -8.312, "total_charge": 0, "gap_ev": 9.034, "elements": ["N", "C", "C", "C", "S", "C", "C", "C", "C", "C", "C", "H", "H", "H", "H", "H", "H", "H", "H", "H"], "positions_angstrom": [[2.10229, -2.26090, -0.68209], [1.56803, -1.10802, -1.49979], [0.21463, -0.58054, -1.09879], [-0.82989, -1.14571, -1.67405], [-2.38890, -0.51500, -1.33871], [-1.61019, 0.35717, 0.09785], [-2.24964, 1.28419, 0.92930], [-1.60464, 1.87402, 1.96250], [-0.24326, 1.71335, 1.98138], [0.49848, 0.94070, 1.08234], [-0.15841, 0.25167, -0.01253], [2.99317, -2.93315, -1.06762], [2.03775, -1.92793, 0.22972], [1.63990, -1.38613, -2.50802], [2.33957, -0.26684, -1.37569], [-0.96559, -1.80127, -2.41766], [-3.27252, 1.70117, 0.71895], [-2.25107, 2.65316, 2.54216], [0.47089, 2.08502, 2.89086], [1.70941, 1.06504, 1.23990]], "atomic_forces_ev_per_a": [[0.8, -2.0, -3.5], [3.3, 1.0, 2.0], [2.0, -1.8, 0.2], [-2.3, 2.1, 0.4], [0.9, 1.1, 2.8], [0.4, 0.4, -2.2], [-2.1, -0.2, -1.3], [-1.4, 2.3, 0.7], [4.1, -0.1, 3.1], [2.2, 0.5, -0.8], [-1.8, 1.4, 2.9], [-3.4, 3.4, 1.8], [1.0, -0.3, 2.1], [-0.4, -0.3, -1.5], [-1.1, -0.6, -0.4], [0.8, -2.6, -2.8], [0.8, -1.3, 0.1], [1.8, -1.6, -0.6], [-2.2, -0.4, -2.3], [-3.3, -0.8, -0.8]]}

=====

# 5
{"formula": "C18H20N2S2", "method": "ωB97M-V/def2-TZVPD", "mol_weight_g_mol": 328.51, "e_homo_ev": -7.762, "total_charge": 0, "gap_ev": 8.187, "elements": ["C", "S", "C", "C", "C", "C", "C", "N", "C", "S", "N", "C", "C", "C", "C", "C", "C", "C", "C", "C", "C", "C", "H", "H", "H", "H", "H", "H", "H", "H", "H", "H", "H", "H", "H", "H", "H", "H", "H", "H", "H", "H"], "positions_angstrom": [[4.28487, -2.87834, 4.02900], [4.31402, -4.41975, 3.06830], [3.27308, -4.08234, 1.67843], [3.26352, -5.04048, 0.66772], [2.46079, -4.85428, -0.43839], [1.66842, -3.72596, -0.56573], [1.68883, -2.76095, 0.43335], [0.89622, -1.61021, 0.41100], [0.40404, -0.90760, -0.65152], [0.73280, -1.25462, -2.23678], [-0.36748, 0.15661, -0.34822], [-0.75048, 0.59028, 0.98254], [-1.54091, 1.87533, 0.74353], [-2.15609, 1.66301, -0.64612], [-2.59844, 2.93159, -1.32081], [-3.92671, 3.09800, -1.69005], [-4.35048, 4.26180, -2.30743], [-3.44817, 5.27855, -2.56474], [-2.12127, 5.12320, -2.20156], [-1.70042, 3.95950, -1.58449], [-1.03644, 0.92175, -1.38296], [2.48510, -2.95155, 1.56415], [5.00724, -3.01889, 4.82692], [3.29814, -2.71660, 4.45402], [4.58781, -2.04676, 3.39955], [3.88289, -5.91799, 0.76755], [2.44556, -5.59998, -1.21836], [1.04602, -3.59549, -1.43303], [0.82314, -1.15675, 1.31157], [-1.37477, -0.17129, 1.46979], [0.12771, 0.78002, 1.61059], [-0.86833, 2.73266, 0.72423], [-2.29436, 2.04443, 1.51040], [-3.01501, 0.99154, -0.54935], [-4.63772, 2.30779, -1.49437], [-5.38721, 4.37330, -2.58876], [-3.77592, 6.18725, -3.04708], [-1.41045, 5.91175, -2.40058], [-0.66046, 3.85519, -1.31053], [-0.33139, 1.61588, -1.85300], [-1.41022, 0.25217, -2.16072], [2.47253, -2.20179, 2.34194]], "atomic_forces_ev_per_a": [[-0.2, -0.4, -0.4], [0.1, 0.1, 0.1], [0.1, 0.0, 0.3], [0.1, 0.0, 0.1], [0.0, 0.0, 0.2], [-0.1, 0.0, 0.0], [0.3, -0.5, -0.1], [-0.4, 0.7, 0.5], [0.1, 0.1, -0.2], [0.2, -0.1, -0.6], [0.0, -0.2, 0.2], [-0.1, 0.0, 0.4], [0.0, -0.2, 0.0], [0.3, 0.0, 0.1], [-0.1, -0.1, 0.0], [0.0, 0.0, 0.0], [-0.1, 0.1, 0.0], [-0.1, 0.1, 0.0], [0.1, 0.1, 0.0], [0.0, 0.0, 0.0], [-0.2, 0.2, -0.4], [-0.1, 0.0, -0.1], [0.0, 0.0, 0.1], [0.0, 0.1, 0.1], [0.0, 0.1, 0.0], [0.1, -0.1, 0.0], [0.0, -0.1, -0.1], [0.0, 0.0, 0.0], [-0.1, -0.1, -0.1], [0.1, 0.0, 0.0], [-0.1, 0.0, 0.0], [0.0, 0.0, 0.0], [0.0, 0.0, 0.0], [0.0, 0.0, 0.0], [-0.1, -0.1, 0.0], [-0.1, 0.0, 0.0], [0.0, 0.1, 0.0], [0.1, 0.1, 0.0], [0.1, 0.0, 0.0], [-0.1, 0.0, 0.0], [0.1, 0.1, 0.1], [0.0, 0.1, 0.1]]}

=====

# 6
{"formula": "C4H7O3Rb", "method": "ωB97M-V/def2-TZVPD", "mol_weight_g_mol": 188.57, "relative_energy_kcal_mol": 25.16, "s_squared": 0.7587, "e_homo_ev": [-2.328, -2.150], "multiplicity": 2, "total_charge": -1, "gap_ev": [3.930, 3.759], "elements": ["H", "Rb", "O", "O", "C", "C", "O", "C", "H", "H", "H", "H", "C", "H", "H"], "positions_angstrom": [[-1.39485, 1.34069, 0.90821], [2.01193, 2.85470, -0.19021], [-0.08069, 0.69988, -0.49300], [-1.14063, -0.72988, 0.88828], [0.71403, -0.78788, -0.32140], [1.82839, -0.55903, 0.71811], [2.51119, 0.62660, 0.55256], [-1.31224, 0.45378, 0.23692], [-0.06628, -1.32673, -0.88148], [1.32221, -1.36194, -1.05811], [2.50751, -1.44178, 0.64787], [1.40459, -0.63776, 1.74767], [-2.46414, 0.33977, -0.71428], [-3.19748, 1.14226, -0.81812], [-2.64353, -0.61268, -1.22301]], "atomic_forces_ev_per_a": [[-0.2, 0.2, -0.1], [-0.6, -0.2, -0.2], [3.0, -1.6, -1.2], [-2.4, 1.7, 0.8], [-0.2, 2.1, -2.9], [-0.4, -0.6, 2.4], [0.0, -0.9, -0.3], [0.4, -2.8, 0.7], [-1.1, -1.0, 2.9], [1.7, 2.5, -2.0], [-0.1, 0.0, -0.2], [0.0, 0.2, -0.3], [-0.2, 0.3, 0.1], [0.0, -0.2, 0.0], [0.2, 0.4, 0.2]]}